Entry 1:
A single C25H28F6N6OS molecule at a distorted geometry, computed with the ωB97M-V functional and the def2-TZVPD basis.

Each line ends with the natural charge from an NBO analysis.
Cartesian coordinates (Å):
H (-2.39, 0.36, 1.98)  0.22
C (0.32, -0.05, -1.79)  0.17
N (0.58, 0.63, -0.63)  -0.59
H (4.22, 1.14, 1.44)  0.19
H (-3.61, -0.54, -3.51)  0.19
N (-0.49, 1.13, 1.81)  -0.66
H (3.95, -1.47, 1.41)  0.23
H (4.27, 1.73, -0.24)  0.21
C (-1.49, 0.43, 2.58)  -0.23
H (-1.20, -1.51, -1.88)  0.24
C (1.84, 0.86, -0.47)  0.33
S (2.86, 0.24, -1.76)  0.35
H (-2.23, 1.64, -3.80)  0.19
H (-1.69, 1.01, 3.49)  0.22
H (-1.84, -1.46, 3.58)  0.22
C (2.52, 3.28, 2.14)  -0.41
H (1.49, -0.88, -3.45)  0.24
F (-3.04, -3.46, 2.49)  -0.32
C (1.52, 2.40, 1.40)  -0.12
C (1.42, -0.35, -2.53)  -0.47
H (-1.22, -0.35, -3.22)  0.18
H (0.86, 2.98, 0.74)  0.21
H (1.53, -3.64, -1.40)  0.24
C (1.86, -1.43, 1.84)  -0.26
C (-4.13, -0.04, -2.69)  -0.42
C (0.63, -1.90, 1.40)  0.19
H (-0.17, -0.87, 3.70)  0.24
C (-2.88, -2.76, 1.35)  0.96
C (3.77, 3.26, 1.26)  -0.40
H (-2.65, 2.19, -0.82)  0.19
F (5.09, -2.07, -0.65)  -0.33
H (-3.30, -1.36, -1.20)  0.20
C (-2.10, 1.71, -1.64)  -0.22
H (-2.84, 3.13, -3.08)  0.21
H (1.96, -0.82, 2.73)  0.24
F (-3.61, -1.64, 1.53)  -0.32
N (-0.64, -1.79, 1.92)  -0.35
H (-5.14, -0.47, -2.62)  0.21
N (-2.05, 0.29, -1.34)  -0.45
C (-1.44, -2.50, 1.07)  0.25
H (2.72, 2.84, 3.11)  0.24
C (-2.80, 2.05, -2.96)  -0.42
H (2.13, 4.29, 2.30)  0.22
F (-3.47, -3.45, 0.38)  -0.29
H (-3.95, 0.16, -0.56)  0.19
F (4.57, -4.14, -0.42)  -0.33
C (-3.38, -0.29, -1.38)  -0.21
C (-1.03, -0.97, 3.04)  -0.23
C (3.76, 1.83, 0.72)  -0.21
C (-4.21, 1.46, -2.97)  -0.40
C (2.96, -1.79, 1.10)  -0.18
H (-0.47, 1.00, 0.79)  0.46
C (4.08, -2.95, -0.81)  0.98
N (-0.81, -3.06, 0.08)  -0.43
H (-4.69, 1.64, -3.93)  0.21
C (2.84, -2.57, -0.06)  -0.16
C (0.50, -2.70, 0.24)  0.14
N (2.35, 1.52, 0.58)  -0.43
C (1.62, -3.04, -0.51)  -0.19
C (-1.08, -0.45, -2.13)  -0.27
H (4.68, 3.49, 1.81)  0.22
H (3.67, 3.97, 0.44)  0.20
H (-1.08, 2.10, -1.65)  0.21
O (0.87, 1.53, 3.57)  -0.65
F (3.88, -3.05, -2.13)  -0.33
H (-4.81, 1.94, -2.19)  0.19
C (0.62, 1.62, 2.39)  0.68

As for the HOMO-LUMO gap: 8.41 eV. As for the SMILES: O=C(NCCn1c(C(F)(F)F)nc2cc(C(F)(F)F)ccc21)[C@H]1CCCN1c1nc(CN2CCCCC2)cs1. The energy is -2370.735918 hartree. The LUMO energy comes out at 0.429 eV.



Entry 2:
A single C25H28N2O3 molecule, computed with the ωB97M-V functional and the def2-TZVPD basis.

Each line ends with the natural charge from an NBO analysis.
Cartesian coordinates (Å):
C (-1.18, -0.69, -0.21)  0.08
H (4.63, -2.35, 1.18)  0.23
H (2.24, -1.83, 1.04)  0.22
C (-1.92, 0.45, -0.23)  -0.24
H (9.95, 1.08, -0.11)  0.20
C (-7.64, 1.25, 0.50)  -0.22
H (8.45, -0.98, -0.37)  0.19
H (-8.33, 0.45, 0.76)  0.21
C (9.39, 2.91, 0.87)  -0.60
C (2.95, -1.19, 0.53)  -0.18
C (-6.30, 0.96, 0.32)  -0.14
H (-3.75, -3.92, -1.75)  0.20
C (7.90, 0.90, 0.53)  -0.43
N (0.21, -0.70, -0.21)  -0.60
H (8.82, 2.07, -1.03)  0.19
C (-4.69, -3.77, 0.16)  -0.18
H (-5.20, 4.07, -0.42)  0.21
C (7.59, -0.30, -0.36)  -0.06
C (2.52, -0.07, -0.19)  -0.12
H (-4.28, -2.19, 1.49)  0.19
H (3.15, 1.62, -1.32)  0.23
O (6.53, -1.09, 0.15)  -0.49
H (9.67, 2.58, 1.87)  0.20
C (-3.33, 0.57, -0.04)  -0.23
C (4.29, -1.49, 0.62)  -0.26
H (10.22, 3.48, 0.46)  0.21
N (-2.87, -2.34, -0.71)  -0.59
H (7.38, 0.01, -1.38)  0.17
H (7.02, 1.53, 0.62)  0.21
C (1.10, 0.33, -0.33)  0.65
H (-9.16, 2.76, 0.49)  0.21
C (-7.23, 3.56, 0.02)  -0.21
C (-3.48, -3.65, -0.72)  -0.27
H (-5.96, -0.05, 0.44)  0.20
C (-5.89, 3.27, -0.16)  -0.18
H (8.53, 3.57, 0.95)  0.20
C (9.07, 1.72, -0.02)  -0.39
H (-3.39, -1.59, -1.14)  0.41
H (0.57, -1.64, -0.07)  0.43
H (-5.35, -4.58, -0.10)  0.20
H (-3.41, 2.60, -0.53)  0.20
H (-2.71, -4.36, -0.38)  0.25
O (-0.96, -2.98, 0.30)  -0.64
C (-5.39, 1.97, -0.01)  -0.10
C (4.83, 0.45, -0.70)  -0.32
C (-4.95, -2.99, 1.19)  -0.40
H (-5.82, -3.12, 1.80)  0.21
H (5.53, 1.10, -1.18)  0.22
C (-1.67, -2.10, -0.16)  0.65
C (-3.98, 1.74, -0.21)  -0.16
H (-7.58, 4.57, -0.10)  0.21
O (0.77, 1.48, -0.55)  -0.61
H (-3.87, -0.29, 0.31)  0.19
H (8.15, 0.54, 1.53)  0.21
C (-8.11, 2.54, 0.35)  -0.21
H (-1.37, 1.38, -0.34)  0.26
C (5.25, -0.68, 0.01)  0.33
C (3.48, 0.74, -0.78)  -0.15

As for the HOMO-LUMO gap: 7.49 eV. As for the SMILES: C=CCNC(=O)/C(=C\C=C\c1ccccc1)NC(=O)c1ccc(OCCCC)cc1. The energy is -1304.670448 hartree. The LUMO energy comes out at -0.128 eV. Its relative energy (zero: lowest compared OMol25 entry of this formula, charge and spin) is 1.391 eV.